3 unconnected molecules or ions with the total composition C2H2ClIO2, computed with ωB97M-V/def2-TZVPD.

```
8
Properties=species:S:1:pos:R:3:forces:R:3
C 1.515 0.051 0.494 -0.8 0.6 0.5
C -1.947 -0.239 0.296 0.2 -1.1 1.2
O 2.525 -0.373 0.783 2.8 -1.3 0.3
O 0.478 0.505 0.333 -1.2 0.9 -0.8
Cl 2.762 1.418 -2.042 0.0 0.0 -0.1
I -1.920 -1.609 -1.230 0.0 0.3 0.2
H -1.949 0.808 0.129 -0.2 0.5 -0.6
H -1.463 -0.561 1.236 -0.6 0.0 -0.8
```
Forces are in eV/Å.

Output
* multiplicity: 3
* E_HOMO (spin up / spin down): -0.301 / -0.357 Ha
* lowest unoccupied orbital energy (spin up / spin down): 0.4 / -4.3 eV
* frontier orbital gap (spin up / spin down): 8.62 / 5.39 eV
* relative energy (zero: lowest compared OMol25 entry of this formula, charge and spin): 0.0 kcal/mol
* <S²>: 2.01

---

10 unconnected molecules or ions with the total composition C38H80N2O22P2S5, computed with ωB97M-V/def2-TZVPD.

```
149
Properties=species:S:1:pos:R:3:forces:R:3
N -2.638 -3.734 -1.064 0.0 -0.6 -0.7
H -2.899 -2.851 -0.651 -0.6 0.6 1.1
H -1.680 -3.554 -1.326 0.9 -0.1 -0.9
H -3.271 -3.930 -1.827 0.2 0.1 -0.6
H -2.599 -4.569 -0.497 -0.2 0.2 1.0
N 2.343 2.492 3.068 1.7 2.4 0.3
H 3.337 2.394 2.913 0.3 -0.8 0.0
H 2.297 3.499 3.114 -0.5 0.6 0.4
H 1.990 2.073 3.916 -0.2 -0.6 0.6
H 1.826 2.254 2.234 -0.5 -0.8 -1.2
C 0.410 0.329 -0.726 3.5 4.4 3.7
C 0.630 1.139 0.478 0.4 -1.3 -0.4
C -0.449 0.916 1.674 2.0 2.1 0.5
O -0.134 1.442 2.752 -1.1 -1.0 -1.4
C -1.680 0.209 1.396 1.5 1.2 1.1
C -1.780 -0.458 0.202 -3.0 -2.9 -2.2
C -0.671 -0.416 -0.874 -2.4 -4.2 -4.9
O -0.696 -1.096 -2.011 -1.5 1.2 4.0
O -2.861 -1.157 0.066 2.7 1.2 -0.3
O 1.678 1.818 0.693 -2.5 -1.1 -0.4
H 1.223 0.380 -1.435 -0.2 -0.2 -0.4
H -2.501 0.180 2.097 0.1 0.0 0.1
C 4.031 1.389 -2.276 0.0 0.6 0.1
C 3.011 2.361 -2.933 0.7 0.7 0.1
C 3.535 3.811 -2.795 -0.4 0.6 0.9
S 4.864 3.803 -1.482 0.7 -0.1 0.2
O 4.398 4.543 -0.285 0.9 -0.4 -1.8
O 6.223 3.964 -2.074 -2.8 0.0 1.2
C 4.624 2.058 -1.032 -0.3 0.6 -0.4
H 4.855 1.206 -2.965 -0.2 -0.5 -0.1
H 3.480 0.508 -1.948 0.4 -0.4 -0.4
H 2.055 2.292 -2.414 0.0 0.0 0.0
H 2.821 2.174 -3.990 0.1 -0.4 0.1
H 2.736 4.431 -2.388 0.1 0.0 0.4
H 3.805 4.369 -3.692 0.7 -0.6 -0.1
H 3.889 2.082 -0.227 0.1 0.0 0.0
H 5.596 1.706 -0.688 -0.1 -0.2 -0.1
C 3.711 -2.487 -0.653 0.3 0.6 0.2
C 3.231 -2.573 0.817 -1.5 -1.4 -0.1
C 1.715 -2.900 0.757 0.9 -1.4 -0.6
S 1.540 -4.189 -0.535 0.4 2.2 -1.3
O 0.161 -4.152 -1.041 0.9 -0.1 0.3
O 2.103 -5.457 -0.169 0.1 0.1 0.3
C 2.717 -3.195 -1.661 -0.4 0.4 1.6
H 4.777 -2.703 -0.729 -0.2 -0.8 -0.2
H 3.761 -1.404 -0.772 -0.5 0.1 -1.0
H 3.256 -1.638 1.376 0.7 0.0 -0.2
H 3.729 -3.381 1.351 0.1 0.2 0.2
H 1.212 -2.037 0.319 -0.6 -0.2 0.5
H 1.308 -3.377 1.648 -0.3 0.7 0.0
H 2.072 -2.391 -2.016 -0.3 -0.3 -0.3
H 3.085 -3.772 -2.510 0.2 -0.1 0.3
C 2.130 -2.576 4.369 -1.2 0.3 1.2
C 3.212 -2.185 5.432 -0.1 -0.3 -2.0
C 2.690 -1.031 6.306 -0.6 1.1 -0.7
S 1.195 -0.293 5.393 2.7 -1.8 0.0
O 1.423 1.111 5.052 -0.7 -0.7 1.4
O 0.058 -0.804 6.115 -0.5 0.8 -0.8
C 1.585 -1.238 3.886 -0.7 -0.2 -0.2
H 1.332 -3.124 4.869 -0.2 -0.1 -0.1
H 2.433 -3.179 3.513 0.5 0.1 0.3
H 3.956 -1.874 4.698 0.8 0.6 0.7
H 3.629 -3.077 5.899 -0.3 0.3 0.5
H 3.313 -0.138 6.341 0.5 -0.4 0.1
H 2.380 -1.258 7.326 -0.1 -0.3 -0.2
H 2.359 -0.730 3.311 0.1 0.5 0.3
H 0.700 -1.288 3.252 -0.1 -0.2 0.2
C -2.393 -3.826 5.503 0.7 -1.0 -2.3
C -3.622 -3.016 4.977 0.9 0.1 0.6
C -3.242 -2.421 3.610 0.5 -0.3 -0.3
S -2.154 -3.647 2.775 1.9 -0.7 2.5
O -0.838 -2.971 2.618 -1.9 -0.8 -0.7
O -2.785 -4.458 1.745 0.3 1.1 -0.3
C -2.000 -4.751 4.230 -1.2 0.6 1.5
H -2.462 -4.391 6.433 -0.9 -0.3 -0.3
H -1.545 -3.189 5.753 -0.1 0.6 -0.5
H -3.741 -2.247 5.740 -0.5 0.3 -0.4
H -4.554 -3.568 4.853 0.2 -0.3 0.4
H -2.571 -1.569 3.718 -0.1 0.0 0.0
H -4.049 -2.187 2.915 -0.1 0.0 0.2
H -1.114 -5.380 4.324 0.5 0.7 -0.4
H -2.795 -5.486 4.111 -0.3 0.1 -0.1
C -2.867 4.235 -0.991 0.6 0.8 0.1
C -2.231 2.824 -1.230 -2.2 -0.2 0.1
C -1.238 2.882 -2.307 0.5 1.3 -1.0
S -2.061 4.017 -3.598 1.4 1.2 -0.1
O -3.052 3.235 -4.352 1.3 1.1 1.2
O -1.018 4.822 -4.296 -2.0 -1.7 1.1
C -2.870 5.161 -2.288 0.0 -2.5 -0.2
H -2.303 4.757 -0.218 0.4 0.0 -0.1
H -3.818 4.114 -0.473 -0.4 0.0 -0.7
H -3.007 2.148 -1.588 -0.4 -0.1 0.3
H -1.867 2.406 -0.291 0.2 0.2 0.0
H -0.968 1.952 -2.809 -0.1 0.1 0.1
H -0.379 3.382 -1.859 0.5 0.2 -0.8
H -3.870 5.381 -2.661 0.1 0.0 0.0
H -2.263 6.066 -2.254 0.0 -0.3 0.1
C 3.897 -6.762 -3.479 -0.6 -0.2 -0.4
C 3.109 -6.359 -4.751 0.6 -1.5 0.6
O 2.737 -5.027 -4.550 -0.4 2.7 -0.8
P 2.044 -4.209 -5.753 -0.9 -0.3 -0.7
O 0.736 -4.802 -6.184 1.6 1.3 0.8
O 3.157 -4.229 -6.928 -0.4 0.3 1.4
C 2.824 -3.618 -8.171 -0.3 0.3 -1.9
C 3.320 -2.167 -8.380 0.7 -1.0 0.7
O 2.096 -2.659 -5.266 -0.3 -1.0 0.8
C 0.932 -1.847 -4.869 0.1 0.6 -1.2
C 0.343 -1.347 -6.178 -1.2 -0.4 -0.1
H 4.677 -6.042 -3.232 0.0 0.1 -0.3
H 3.218 -6.797 -2.627 -0.1 0.0 0.0
H 4.352 -7.750 -3.558 0.0 0.0 -0.2
H 3.678 -6.482 -5.673 0.3 0.2 0.1
H 2.192 -6.929 -4.905 0.0 -0.3 0.3
H 3.220 -4.252 -8.964 0.7 -0.1 0.2
H 1.766 -3.740 -8.403 -0.4 0.4 0.6
H 4.403 -2.142 -8.263 0.1 -0.2 0.4
H 3.242 -1.827 -9.413 -0.8 0.0 0.1
H 2.902 -1.503 -7.623 -0.1 0.2 -0.4
H 0.210 -2.353 -4.228 0.1 -0.5 -0.4
H 1.210 -0.969 -4.286 1.0 -0.3 0.2
H -0.612 -0.844 -6.028 -0.2 -0.1 0.3
H 0.904 -0.639 -6.788 0.6 -0.2 0.4
H 0.127 -2.242 -6.760 -0.1 0.1 -0.3
C -6.721 6.153 0.953 -1.6 -0.7 -1.2
C -5.412 6.273 1.616 0.8 1.5 -2.0
O -5.444 5.798 2.877 1.0 -3.4 4.0
P -4.534 4.531 3.367 0.7 0.7 0.7
O -4.467 4.351 4.836 -0.5 0.2 -1.5
O -5.108 3.263 2.513 -0.1 1.9 -0.4
C -4.360 2.068 2.345 0.9 -0.5 2.1
C -4.446 1.256 3.677 0.5 -0.4 -0.6
O -3.024 4.817 2.771 -2.9 -1.2 -0.6
C -2.032 5.591 3.397 0.6 1.7 -0.5
C -2.097 7.104 2.967 0.0 -0.9 0.7
H -6.787 6.841 0.110 0.0 -0.1 -0.1
H -6.875 5.138 0.587 0.3 -0.1 -0.3
H -7.626 6.266 1.550 0.4 0.6 0.5
H -4.640 5.765 1.038 0.1 0.0 -0.3
H -5.104 7.316 1.690 0.0 0.2 -0.1
H -4.696 1.408 1.545 -0.5 0.7 -0.3
H -3.345 2.394 2.120 0.3 -0.3 0.0
H -4.555 1.879 4.565 -0.3 0.1 -0.3
H -5.219 0.491 3.602 -0.4 0.3 0.2
H -3.544 0.675 3.869 0.4 0.1 -0.2
H -2.092 5.576 4.485 0.0 -0.4 0.0
H -1.137 5.097 3.019 0.4 0.3 0.4
H -2.225 7.287 1.900 -0.1 -0.3 0.0
H -2.894 7.570 3.546 -0.2 0.1 -0.3
H -1.195 7.632 3.277 0.2 -0.2 0.0
```
Forces are in eV/Å.

Output
* multiplicity: 2
* charge: +1
* E_HOMO (spin up / spin down): -0.431 / -0.413 Ha
* lowest unoccupied orbital energy (spin up / spin down): -4.0 / -6.1 eV
* frontier orbital gap (spin up / spin down): 7.67 / 5.13 eV
* <S²>: 0.78

---

A molecular structure, C18H25Br2F4IN2O3S, computed with ωB97M-V/def2-TZVPD.

```
56
Properties=species:S:1:pos:R:3:forces:R:3
C 5.139 -1.485 1.715 -3.3 4.7 2.5
C 4.466 -0.520 2.331 1.7 -4.1 -4.5
C 3.402 0.681 2.573 0.0 -1.5 0.5
C 3.221 1.648 1.297 -0.9 0.0 0.4
C 2.978 0.888 -0.109 -0.3 0.7 -0.5
C 1.411 0.925 -0.456 -3.4 -3.1 1.1
C 0.390 -0.092 0.142 1.6 2.1 -0.9
C 0.615 -1.341 1.165 0.5 0.3 -1.3
C 0.704 -2.664 0.193 -0.6 1.3 0.4
C 0.433 -4.048 0.979 -0.1 0.1 -1.7
C -0.909 -4.711 0.314 1.0 -1.0 0.3
S -2.478 -4.143 1.184 -3.9 3.2 -1.9
O -3.731 -4.566 0.428 4.2 0.0 2.6
O -2.492 -2.609 1.282 1.1 -4.1 0.3
O -2.388 -4.777 2.743 -0.3 1.4 -1.8
N -0.949 0.191 -0.396 5.6 3.3 -1.6
C -0.764 1.321 -1.291 -0.4 -0.1 0.5
C -2.010 1.911 -2.125 0.4 -0.6 -0.6
C -3.461 1.527 -1.530 -0.4 0.8 -0.5
C -4.025 2.683 -0.558 -0.1 0.1 0.0
F -4.033 3.980 -1.224 0.1 -3.0 1.5
Br -2.889 2.836 1.106 -0.7 0.0 -1.4
C -5.534 2.366 -0.036 -1.0 0.4 0.7
F -5.749 0.971 0.231 0.9 3.5 -0.3
F -5.871 3.164 1.123 1.0 -2.5 -2.8
Br -6.820 2.907 -1.469 0.8 -0.5 1.0
N 0.612 1.788 -1.351 -2.9 -3.3 2.5
C 1.267 2.870 -2.145 2.0 -0.2 -2.1
C 2.267 2.144 -3.222 0.6 0.1 -0.3
F 0.362 3.684 -2.921 1.2 -1.6 2.1
H 5.745 -2.249 1.090 -1.3 1.8 1.9
H 2.391 0.302 2.999 1.6 0.1 -1.1
H 3.884 1.343 3.457 -1.7 -1.7 -1.9
H 2.260 2.281 1.505 1.6 -1.1 -0.2
H 4.086 2.423 1.257 -1.3 -1.7 0.0
H 3.648 1.410 -0.910 -1.5 -0.9 1.2
H 3.297 -0.222 -0.119 -0.5 1.8 0.3
H -0.247 -1.404 1.924 1.2 0.1 -1.4
H 1.609 -1.229 1.751 -1.7 0.1 -1.2
H 1.716 -2.602 -0.349 -1.4 -0.4 1.0
H -0.107 -2.489 -0.626 1.4 -0.5 1.4
H 1.314 -4.763 0.710 -1.7 1.1 0.9
H 0.329 -3.890 2.112 0.2 -0.4 -1.8
H -1.039 -4.419 -0.803 -0.1 -0.2 2.2
H -0.828 -5.869 0.317 -0.6 1.9 0.4
H -2.847 -4.116 3.338 0.6 -0.7 -0.9
H -1.777 -0.371 -0.145 0.5 0.7 -0.4
H -1.950 1.413 -3.179 0.0 0.9 1.9
H -1.945 3.048 -2.325 0.1 -1.9 0.7
H -4.193 1.462 -2.436 1.2 0.2 1.6
H -3.518 0.506 -1.008 0.1 1.7 -0.6
H 1.947 3.510 -1.451 -1.9 -0.9 -1.0
H 3.331 2.615 -3.180 -2.0 -0.7 0.0
H 1.893 2.243 -4.309 0.3 0.0 1.9
H 2.408 1.023 -3.017 -0.4 1.8 -0.1
I 5.426 2.515 3.420 3.1 2.5 1.1
```
Forces are in eV/Å.

Output
* E_HOMO: -0.202 Ha
* lowest unoccupied orbital energy: -0.9 eV
* frontier orbital gap: 4.64 eV

---

A molecular structure, C29H44BrCdN3P2, computed with ωB97M-V/def2-TZVPD.

```
80
Properties=species:S:1:pos:R:3:forces:R:3
C -0.295 -3.761 -4.096 0.4 0.1 0.0
C 0.795 -3.097 -3.489 -0.6 0.6 -0.6
C 1.444 -2.079 -4.215 0.0 -0.4 -0.2
C 1.123 -1.898 -5.561 -0.5 -0.2 0.9
N 0.141 -2.592 -6.129 0.1 -0.3 -0.8
C -0.539 -3.519 -5.453 0.1 0.5 0.7
C 1.261 -3.397 -2.170 1.3 -1.1 0.9
C 1.887 -3.758 -1.171 -1.5 1.0 -0.7
C 1.999 -3.509 0.243 -0.2 -0.5 0.3
C 0.802 -3.460 0.990 0.6 0.0 0.4
C 0.831 -2.813 2.237 -1.1 0.3 -0.4
C 1.909 -1.973 2.454 0.5 1.1 1.6
C 3.161 -2.196 1.897 -0.2 -0.2 0.0
C 3.212 -3.182 0.891 -0.2 0.6 -0.1
Cd 0.069 -0.286 1.585 -0.8 1.5 -1.4
P -1.236 0.241 -0.744 -0.4 -0.1 -1.2
H 2.178 -1.443 -3.737 0.3 -0.2 0.0
H -0.945 -4.419 -3.525 0.4 -0.2 -0.1
H 1.668 -1.166 -6.161 -0.3 -0.2 0.1
H -1.317 -4.073 -5.995 0.3 0.4 0.2
H 4.153 -3.635 0.577 -0.2 0.7 -0.3
H -0.120 -3.915 0.616 0.5 0.0 0.1
H 4.039 -1.633 2.224 -0.2 -0.4 -0.1
H 0.024 -2.933 2.967 0.4 0.4 -0.4
C -2.473 1.612 -0.554 0.2 -0.1 0.6
C -2.988 2.362 -1.780 -0.3 0.2 -0.3
H -2.002 2.329 0.137 -0.2 -0.1 -0.1
H -3.329 1.174 -0.018 0.3 0.1 0.0
H -3.627 3.185 -1.432 0.2 -0.2 -0.1
H -2.193 2.809 -2.388 -0.1 -0.1 0.2
H -3.611 1.737 -2.431 0.3 0.1 0.2
C -0.245 0.686 -2.256 0.4 0.0 0.6
C -0.896 0.605 -3.634 -0.1 0.0 -0.4
H 0.609 -0.011 -2.218 -0.1 0.3 -0.1
H 0.151 1.702 -2.089 0.0 -0.4 0.0
H -0.148 0.900 -4.382 -0.1 -0.1 0.2
H -1.225 -0.409 -3.898 0.2 0.3 0.1
H -1.742 1.293 -3.752 0.3 -0.3 0.1
C -2.225 -1.210 -1.322 0.2 -0.1 0.5
C -3.456 -0.944 -2.183 -0.3 -0.1 -0.3
H -2.526 -1.732 -0.397 0.0 0.0 -0.3
H -1.520 -1.869 -1.852 -0.1 0.1 0.2
H -3.936 -1.908 -2.397 0.0 0.2 0.1
H -4.200 -0.306 -1.690 0.2 -0.2 0.0
H -3.215 -0.493 -3.153 0.0 -0.1 0.4
Br 1.543 -0.273 3.782 1.2 -2.5 -0.3
P 1.631 2.152 1.316 -0.3 -0.7 -0.1
C 1.212 3.343 -0.002 -0.3 -0.1 -0.2
C 1.541 4.802 0.280 0.1 0.5 -0.3
H 0.127 3.230 -0.174 0.3 0.1 -0.1
H 1.717 3.010 -0.919 -0.1 0.0 0.1
H 1.261 5.406 -0.588 0.0 0.0 0.1
H 0.987 5.207 1.132 0.1 -0.1 -0.2
H 2.611 4.975 0.440 -0.2 -0.1 0.1
C 1.605 3.140 2.865 -0.2 -0.4 0.1
C 2.926 3.674 3.381 0.3 0.5 0.5
H 1.153 2.477 3.619 0.1 0.3 -0.1
H 0.900 3.965 2.704 0.1 -0.3 0.1
H 2.755 4.086 4.380 0.1 0.0 -0.1
H 3.703 2.910 3.491 -0.2 0.1 -0.2
H 3.314 4.504 2.781 -0.1 -0.3 0.0
C 3.350 1.592 0.945 0.0 0.0 -0.1
C 4.350 2.645 0.454 0.5 0.1 0.0
H 3.230 0.826 0.155 0.0 0.2 0.4
H 3.726 1.075 1.846 -0.1 0.2 -0.3
H 5.327 2.158 0.328 -0.2 0.1 0.0
H 4.082 3.062 -0.529 0.0 -0.1 0.4
H 4.515 3.467 1.166 -0.2 -0.3 -0.3
C -3.822 -2.928 4.642 -0.2 -0.4 0.3
N -3.326 -1.772 3.908 -0.2 0.8 -0.4
C -3.734 -0.444 4.026 0.7 -0.4 -0.3
C -2.849 0.299 3.292 0.2 -0.8 0.0
N -1.925 -0.561 2.706 -0.2 -0.7 -0.2
C -2.279 -1.804 3.057 -0.5 1.0 0.7
H -3.605 -2.838 5.715 0.0 0.1 -0.4
H -4.904 -3.069 4.528 0.3 0.2 -0.2
H -3.301 -3.809 4.253 -0.2 0.1 0.1
H -4.599 -0.137 4.587 0.0 -0.1 0.2
H -2.806 1.370 3.152 0.0 -0.2 0.0
H -1.860 -2.753 2.738 0.0 0.4 0.1
```
Forces are in eV/Å.

Output
* charge: +2
* E_HOMO: -0.507 Ha
* lowest unoccupied orbital energy: -6.2 eV
* frontier orbital gap: 7.56 eV
* relative energy (zero: lowest compared OMol25 entry of this formula, charge and spin): 32.4 kcal/mol

---

> Which formula does entry 4 have?

C29H44BrCdN3P2